Record 1
68
Properties=species:S:1:pos:R:3 method="wB97M-V/def2-TZVPD" spin_multiplicity=1 de_lowest_kcal_mol=68.8 smiles="CCc1ccc(N(C(=O)CCC(=O)Nc2cc(C)on2)[C@@H](C(=O)NC2CCCC2)c2ccco2)cc1" lumo_ev=0.66 homo_energy_ev=-8.651
C -7.074 -1.113 2.070
C -6.384 -1.980 1.014
C -5.079 -1.363 0.603
C -3.910 -1.651 1.300
C -2.713 -1.054 0.955
C -2.674 -0.155 -0.104
N -1.445 0.473 -0.441
C -0.691 0.130 -1.505
O 0.373 0.684 -1.738
C -1.233 -0.979 -2.387
C -0.082 -1.743 -3.052
C 0.671 -2.538 -1.994
O 0.377 -3.677 -1.708
N 1.690 -1.842 -1.419
C 2.484 -2.295 -0.391
C 2.379 -3.500 0.353
C 3.420 -3.426 1.230
C 3.887 -4.338 2.302
O 4.096 -2.281 1.026
N 3.512 -1.586 0.015
C -0.882 1.404 0.537
C 0.563 0.911 0.843
O 0.721 -0.240 1.191
N 1.523 1.835 0.754
C 2.933 1.507 0.794
C 3.707 2.508 1.670
C 4.925 2.913 0.841
C 4.405 2.870 -0.593
C 3.564 1.596 -0.610
C -1.016 2.821 0.094
C -0.635 3.479 -1.042
C -1.050 4.823 -0.879
C -1.649 4.884 0.341
O -1.635 3.680 0.937
C -3.833 0.148 -0.804
C -5.024 -0.456 -0.448
H -7.268 -0.118 1.676
H -8.019 -1.559 2.369
H -6.442 -1.014 2.950
H -7.038 -2.077 0.145
H -6.209 -2.976 1.424
H -3.938 -2.356 2.117
H -1.799 -1.284 1.482
H -1.866 -0.527 -3.156
H -1.844 -1.666 -1.800
H 0.583 -1.040 -3.553
H -0.489 -2.447 -3.778
H 1.813 -0.864 -1.657
H 1.644 -4.265 0.234
H 3.340 -5.274 2.251
H 4.953 -4.531 2.191
H 3.727 -3.882 3.278
H -1.455 1.290 1.464
H 1.286 2.723 0.335
H 2.998 0.487 1.175
H 3.078 3.380 1.860
H 3.985 2.080 2.631
H 5.719 2.176 0.962
H 5.313 3.891 1.123
H 3.781 3.745 -0.788
H 5.206 2.850 -1.329
H 4.193 0.722 -0.767
H 2.793 1.606 -1.379
H -0.127 3.052 -1.882
H -0.918 5.626 -1.575
H -2.105 5.692 0.877
H -3.795 0.855 -1.620
H -5.925 -0.221 -0.996

Record 2
18
Properties=species:S:1:pos:R:3 method="wB97M-V/def2-TZVPD" spin_multiplicity=1 de_lowest_kcal_mol=216.7 lumo_ev=0.47 homo_energy_ev=-9.724
C 1.779 -0.666 -1.297
C 1.050 -1.048 -0.192
C -0.623 -1.155 -0.479
C -0.847 0.383 -0.725
C -1.248 1.097 0.767
C 0.458 1.239 0.900
C 0.753 -0.169 1.116
H 1.318 -2.222 -0.015
H -0.661 -1.637 -1.436
H -1.081 -1.519 0.612
H -1.924 0.669 -1.470
H -0.023 1.124 -1.434
H -1.493 0.166 1.712
H -1.934 1.961 0.824
H 0.675 1.780 -0.117
H -0.017 -0.555 1.860
N 2.319 -0.397 -2.333
O 1.499 0.950 1.707

Record 3
116
Properties=species:S:1:pos:R:3 method="wB97M-V/def2-TZVPD" spin_multiplicity=1 lumo_ev="-1.08 / -1.07" homo_energy_ev="-6.108 / -6.124"
Pb 0.282 0.102 0.161
C -0.209 -7.274 3.055
C 0.313 -6.367 3.961
C 0.450 -5.034 3.615
C 0.052 -4.595 2.356
C -0.477 -5.511 1.453
C -0.603 -6.843 1.800
C 0.153 -3.172 1.945
C -1.048 -2.461 1.911
C -2.296 -2.956 2.422
C -3.229 -1.997 2.190
C -2.550 -0.903 1.549
N -1.248 -1.209 1.411
C -3.128 0.366 1.242
C -2.363 1.541 1.506
C -2.872 2.747 2.105
C -1.803 3.557 2.321
C -0.644 2.863 1.829
C 0.647 3.392 1.818
C 0.809 4.804 2.238
C 1.455 5.131 3.427
C 1.597 6.455 3.802
C 1.114 7.468 2.990
C 0.485 7.149 1.799
C 0.332 5.827 1.426
C 1.821 2.717 1.450
N 1.910 1.406 1.156
C 3.204 1.127 0.868
C 3.731 -0.158 0.700
C 5.119 -0.253 0.204
C 5.335 0.020 -1.144
C 6.607 -0.068 -1.677
C 7.677 -0.412 -0.867
C 7.470 -0.679 0.476
C 6.194 -0.608 1.011
C 3.043 -1.339 1.011
C 3.634 -2.634 1.212
C 2.635 -3.460 1.617
C 1.426 -2.681 1.617
N 1.711 -1.416 1.245
C 3.976 2.339 0.945
C 3.124 3.319 1.336
N -1.031 1.639 1.370
C -4.457 0.462 0.669
C -5.205 -0.680 0.318
C -6.391 -0.582 -0.387
C -6.892 0.649 -0.778
C -6.173 1.788 -0.452
C -4.980 1.696 0.233
H -0.313 -8.314 3.326
H 0.611 -6.703 4.944
H 0.846 -4.326 4.329
H -0.789 -5.162 0.479
H -1.011 -7.547 1.090
H -2.436 -3.894 2.925
H -4.250 -1.995 2.527
H -3.886 2.911 2.420
H -1.793 4.520 2.796
H 1.835 4.343 4.061
H 2.094 6.700 4.730
H 1.232 8.501 3.282
H 0.115 7.931 1.151
H -0.144 5.570 0.491
H 4.487 0.277 -1.760
H 6.762 0.131 -2.728
H 8.672 -0.463 -1.284
H 8.306 -0.945 1.109
H 6.028 -0.811 2.059
H 4.671 -2.877 1.082
H 2.714 -4.495 1.889
H 5.030 2.421 0.766
H 3.352 4.351 1.524
H -4.853 -1.661 0.595
H -6.929 -1.487 -0.633
H -7.817 0.720 -1.328
H -6.544 2.762 -0.739
H -4.429 2.600 0.427
C 1.713 -2.956 -4.551
N 2.153 -2.399 -3.297
C 2.992 -3.252 -2.484
C 1.860 -1.164 -2.844
O 2.317 -0.733 -1.803
C 0.890 -0.336 -3.685
O 0.692 0.887 -3.024
C -0.543 1.496 -3.294
C -0.793 2.552 -2.217
O -0.013 2.747 -1.309
N -1.955 3.243 -2.320
C -2.288 4.203 -1.290
C -2.930 3.152 -3.376
H 1.692 -4.041 -4.457
H 2.399 -2.695 -5.363
H 0.714 -2.620 -4.816
H 2.456 -4.171 -2.240
H 3.230 -2.715 -1.567
H 3.914 -3.499 -3.013
H -0.057 -0.893 -3.755
H 1.286 -0.174 -4.702
H -1.358 0.755 -3.238
H -0.544 1.966 -4.293
H -1.592 4.067 -0.463
H -3.308 4.024 -0.940
H -2.218 5.226 -1.672
H -2.712 2.339 -4.058
H -2.963 4.091 -3.937
H -3.919 2.983 -2.940
N -2.928 -0.227 -2.018
N -3.530 -1.503 -2.057
C -2.752 -2.608 -1.987
N -3.432 -3.786 -1.947
S -1.098 -2.568 -1.947
H -2.255 -0.179 -1.244
H -3.661 0.457 -1.856
H -4.454 -1.571 -1.629
H -4.387 -3.809 -2.271
H -2.884 -4.617 -2.092

Record 4
108
Properties=species:S:1:pos:R:3 method="wB97M-V/def2-TZVPD" spin_multiplicity=1 total_charge=-1 lumo_ev="1.35 / 1.37" homo_energy_ev="-3.333 / -3.329"
Ti -0.869 -0.136 0.323
O -5.759 -2.625 2.810
C -4.704 -2.005 2.222
C -4.424 -2.162 0.865
C -3.332 -1.499 0.330
N -2.541 -0.746 1.111
C -2.825 -0.548 2.406
C -3.913 -1.145 3.001
C -1.895 0.498 2.999
O -2.097 0.993 4.098
O -0.976 0.834 2.172
C -2.959 -1.285 -1.108
O -3.606 -1.746 -2.036
O -1.944 -0.483 -1.204
H -6.161 -3.228 2.172
H -5.043 -2.782 0.234
H -4.155 -0.959 4.034
C -4.023 1.657 -1.917
C -4.057 2.694 -0.798
C -5.508 2.897 -0.340
C -3.186 2.233 0.391
C -3.200 3.237 1.564
O -1.951 3.898 1.446
C -1.175 3.124 0.653
N -1.754 2.155 0.046
C 0.200 3.645 0.595
C 0.309 5.024 0.382
C 1.518 5.679 0.482
C 2.643 4.968 0.883
C 2.545 3.610 1.109
C 1.348 2.913 0.931
P 1.354 1.079 1.100
C 3.107 0.856 0.561
C 4.085 0.231 1.325
C 5.359 0.047 0.818
C 5.684 0.502 -0.448
C 4.724 1.157 -1.202
C 3.448 1.326 -0.704
C 1.556 0.863 2.910
C 1.760 -0.428 3.393
C 1.832 -0.669 4.752
C 1.703 0.380 5.647
C 1.487 1.663 5.174
C 1.412 1.907 3.815
H -4.471 2.055 -2.823
H -4.582 0.768 -1.633
H -3.000 1.360 -2.138
H -3.663 3.647 -1.179
H -5.813 2.078 0.308
H -6.175 2.909 -1.199
H -5.659 3.826 0.206
H -3.552 1.253 0.703
H -3.229 2.746 2.543
H -3.991 3.984 1.517
H -0.586 5.581 0.146
H 1.581 6.740 0.287
H 3.588 5.470 1.034
H 3.414 3.066 1.446
H 3.857 -0.112 2.324
H 6.098 -0.456 1.425
H 6.677 0.343 -0.844
H 4.967 1.536 -2.184
H 2.700 1.846 -1.284
H 1.839 -1.256 2.702
H 1.977 -1.681 5.102
H 1.751 0.193 6.710
H 1.366 2.482 5.868
H 1.216 2.906 3.454
C -2.026 -3.894 -4.694
C -1.912 -4.313 -3.380
C -1.160 -3.583 -2.479
C -0.502 -2.419 -2.871
C -0.645 -2.001 -4.192
C -1.393 -2.732 -5.098
Si 0.546 -1.452 -1.579
C 1.329 -0.054 -2.663
C 0.721 1.199 -2.718
C 1.233 2.202 -3.523
C 2.370 1.976 -4.283
C 2.989 0.738 -4.234
C 2.471 -0.263 -3.432
C 1.965 -2.682 -1.156
C 2.668 -2.570 0.038
C 3.611 -3.506 0.415
C 3.872 -4.588 -0.407
C 3.192 -4.716 -1.605
C 2.249 -3.774 -1.972
H -2.610 -4.469 -5.401
H -2.412 -5.213 -3.051
H -1.066 -3.925 -1.458
H -0.157 -1.093 -4.519
H -1.483 -2.393 -6.122
H -0.171 1.380 -2.116
H 0.751 3.170 -3.560
H 2.771 2.761 -4.911
H 3.875 0.558 -4.829
H 2.954 -1.228 -3.398
H 2.454 -1.733 0.689
H 4.128 -3.404 1.360
H 4.588 -5.340 -0.105
H 3.382 -5.567 -2.246
H 1.706 -3.896 -2.899
Cl -0.132 -5.323 0.526
C -0.073 -3.801 2.567
Cl 1.449 -4.322 3.190
Cl -1.470 -4.375 3.409
C -0.161 -2.619 1.946
N -0.230 -1.644 1.272

Record 5
22
Properties=species:S:1:pos:R:3 method="wB97M-V/def2-TZVPD" spin_multiplicity=1 total_charge=+1 de_lowest_kcal_mol=23.6 lumo_ev=-2.90 homo_energy_ev=-13.684
C -1.471 -0.333 2.156
C -1.029 -0.153 0.699
C -0.368 -1.434 0.184
C 0.186 -1.371 -1.232
N 1.512 -0.709 -1.065
N 0.066 0.941 0.827
H -0.914 -0.798 2.960
H -1.760 0.662 2.519
H -2.386 -0.919 2.228
H -1.840 0.254 0.095
H -1.147 -2.227 0.357
H 0.300 -1.837 0.965
H 0.302 -2.454 -1.474
H -0.430 -0.853 -1.943
H 2.075 -1.343 -0.514
H 1.953 -0.451 -1.944
H -0.329 1.811 1.179
H 0.792 0.593 1.451
H 0.522 1.014 -0.088
H 0.130 2.079 -1.972
H 1.642 2.361 -1.745
O 0.747 2.522 -1.384

Record 6
28
Properties=species:S:1:pos:R:3 method="wB97M-V/def2-TZVPD" spin_multiplicity=1 total_charge=-2 lumo_ev=4.05 homo_energy_ev=0.754
O 14.994 25.178 -10.991
H 14.292 24.474 -11.298
H 14.506 25.980 -10.690
H 15.748 25.316 -11.589
C 12.734 22.930 -11.611
O 12.058 22.029 -12.232
O 12.966 24.056 -12.265
O 13.268 22.721 -10.459
C 17.573 22.853 -10.945
O 17.609 22.120 -9.796
H 16.527 23.099 -11.201
H 18.086 23.866 -10.903
H 18.118 22.342 -11.770
O 16.005 22.890 -8.118
H 16.189 22.149 -7.539
H 16.431 22.623 -8.970
O 17.179 25.856 -12.576
H 18.107 25.599 -12.539
H 17.172 26.747 -12.940
O 16.662 27.248 -9.355
H 17.241 26.684 -8.830
H 17.155 28.062 -9.489
O 13.381 27.218 -10.709
H 13.904 28.011 -10.869
H 12.481 27.453 -10.947
O 13.427 24.374 -8.393
H 14.144 23.892 -7.939
H 13.343 23.840 -9.241

Record 7
43
Properties=species:S:1:pos:R:3 method="wB97M-V/def2-TZVPD" spin_multiplicity=5 total_charge=+1 lumo_ev="-4.94 / -5.10" homo_energy_ev="-10.738 / -10.658"
Cr -11.378 9.729 0.117
C -10.207 6.214 -2.291
C -10.356 7.116 -1.252
N -11.190 8.142 -1.299
C -11.975 8.219 -2.468
C -11.873 7.288 -3.464
N -10.984 6.286 -3.408
C -12.698 9.420 -2.575
C -13.381 9.734 -3.720
C -14.107 10.952 -3.802
C -13.844 11.859 -2.782
C -13.139 11.466 -1.634
N -12.602 10.232 -1.492
C -12.705 12.403 -0.661
C -13.008 13.758 -0.645
N -12.405 14.562 0.228
C -11.496 14.024 1.036
C -11.163 12.674 1.045
N -11.789 11.841 0.203
C -15.034 11.189 -4.917
C -15.236 10.254 -5.932
C -16.267 10.447 -6.864
N -16.957 11.564 -6.978
C -16.737 12.486 -5.980
C -15.752 12.359 -5.010
H -9.580 5.350 -2.245
H -9.721 6.991 -0.373
H -12.446 7.306 -4.370
H -13.443 9.005 -4.500
H -14.127 12.899 -2.907
H -13.637 14.259 -1.375
H -10.993 14.705 1.726
H -10.648 12.217 1.882
H -14.804 9.247 -5.842
H -16.565 9.638 -7.548
H -17.429 13.325 -5.987
H -15.781 13.102 -4.198
C -8.879 10.575 1.854
C -9.923 9.505 1.542
O -9.742 8.403 2.125
H -7.908 10.155 2.123
H -9.207 11.214 2.702
H -8.866 11.226 0.982

Record 8
61
Properties=species:S:1:pos:R:3 method="wB97M-V/def2-TZVPD" spin_multiplicity=1 de_lowest_kcal_mol=0.0 smiles=C1CCOC1.BrCCBr.BrCCBr.BrCCBr.BrCCBr.BrCCBr.BrCCBr lumo_ev=0.29 homo_energy_ev=-9.835
C -16.937 10.871 16.167
C -16.493 10.660 17.595
C -17.244 11.789 18.299
O -17.301 12.883 17.371
C -17.008 12.399 16.056
H -17.960 10.496 16.046
H -16.349 10.418 15.372
H -15.415 10.806 17.704
H -16.783 9.711 18.040
H -16.856 12.087 19.270
H -18.291 11.479 18.420
H -16.067 12.847 15.727
H -17.802 12.705 15.372
Br -21.324 14.131 15.305
C -21.088 12.474 16.249
C -22.346 12.137 17.038
Br -22.141 10.357 17.763
H -20.252 12.584 16.938
H -20.822 11.673 15.566
H -23.229 12.129 16.408
H -22.482 12.824 17.866
Br -14.798 14.037 22.518
C -14.901 15.615 23.653
C -14.823 16.847 22.807
Br -14.442 18.361 23.971
H -14.097 15.508 24.372
H -15.840 15.533 24.192
H -15.767 17.059 22.317
H -14.053 16.807 22.042
Br -21.827 15.343 24.839
C -21.903 17.011 23.824
C -21.924 16.696 22.345
Br -21.524 18.305 21.343
H -21.012 17.544 24.136
H -22.780 17.575 24.124
H -22.895 16.294 22.058
H -21.207 15.934 22.054
Br -20.395 20.939 19.093
C -18.482 20.710 19.412
C -18.212 19.287 19.750
Br -16.312 19.013 20.002
H -18.233 21.429 20.186
H -17.980 21.037 18.505
H -18.558 18.631 18.955
H -18.700 18.989 20.673
Br -18.333 16.051 21.666
C -17.802 15.127 20.042
C -18.930 14.984 19.067
Br -20.143 13.583 19.589
H -17.393 14.176 20.375
H -16.949 15.667 19.632
H -18.500 14.699 18.108
H -19.480 15.912 18.937
Br -12.089 18.230 19.044
C -11.451 16.405 18.859
C -12.245 15.428 19.668
Br -14.134 15.451 19.201
H -10.423 16.476 19.210
H -11.415 16.150 17.804
H -12.184 15.623 20.734
H -11.943 14.412 19.431